Record 1
106
Properties=species:S:1:pos:R:3 method="wB97M-V/def2-TZVPD" orbital_gap_ha=0.21584 e_above_lowest_kcal_mol=9.6 lumo_ev=-3.07 homo_energy_ev=-8.942 charge=+1 molar_mass_g_mol=1077.8
Cs -2.511 -1.750 -0.057
C -7.077 -3.951 -3.126
C -5.927 -3.543 -2.242
N -5.031 -2.700 -2.582
N -5.155 -2.147 -3.820
C -4.220 -1.295 -4.331
N -4.535 -0.861 -5.579
S -2.817 -0.843 -3.581
C -5.807 -4.142 -0.883
C -6.948 -4.456 -0.154
C -6.804 -4.984 1.120
C -5.531 -5.194 1.613
C -4.448 -4.859 0.810
N -4.574 -4.340 -0.408
H -6.708 -4.313 -4.089
H -7.757 -3.115 -3.315
H -7.650 -4.758 -2.682
H -5.925 -2.424 -4.412
H -5.475 -0.917 -5.934
H -3.935 -0.152 -5.960
H -7.933 -4.270 -0.560
H -7.678 -5.222 1.713
H -5.355 -5.602 2.598
H -3.434 -5.012 1.165
C -0.100 5.433 2.362
C 0.073 4.446 3.507
N 0.067 3.057 3.055
C -1.095 2.352 3.118
C -1.304 1.092 2.659
C -2.737 0.521 2.870
O -3.521 1.284 3.448
O -2.928 -0.642 2.444
C -0.208 0.414 2.010
O -0.228 -0.708 1.501
C 1.058 1.179 1.958
C 2.163 0.566 1.365
C 3.350 1.225 1.297
F 4.435 0.614 0.765
C 3.499 2.529 1.782
C 2.404 3.151 2.354
C 1.176 2.477 2.466
N 4.751 3.163 1.706
C 5.597 3.073 0.545
C 6.030 4.462 0.108
N 6.670 5.170 1.281
C 5.747 5.247 2.472
C 5.337 3.828 2.833
H -0.086 6.457 2.737
H -1.054 5.267 1.862
H 0.692 5.326 1.618
H -0.747 4.548 4.216
H 0.990 4.633 4.068
H -1.941 2.848 3.583
H 2.054 -0.441 0.984
H 2.504 4.171 2.696
H 5.062 2.614 -0.284
H 6.488 2.457 0.743
H 5.173 5.063 -0.192
H 6.764 4.434 -0.696
H 6.969 6.105 1.004
H 7.513 4.659 1.554
H 4.892 5.848 2.164
H 6.284 5.747 3.277
H 4.638 3.853 3.666
H 6.233 3.288 3.183
C -1.429 -4.846 -2.489
O -0.853 -3.586 -2.172
C 0.311 -3.247 -2.756
C 1.048 -4.055 -3.595
C 2.243 -3.575 -4.140
Br 3.244 -4.711 -5.276
C 2.700 -2.315 -3.869
C 1.957 -1.478 -3.017
C 0.771 -1.944 -2.449
O 0.007 -1.221 -1.624
C 2.372 -0.103 -2.756
N 1.819 0.682 -1.857
C 2.425 1.914 -1.995
C 2.175 3.113 -1.332
C 2.878 4.233 -1.741
C 3.827 4.164 -2.773
C 4.110 2.970 -3.419
C 3.387 1.854 -3.014
N 3.345 0.550 -3.467
H -1.602 -4.928 -3.565
H -2.378 -4.875 -1.958
H -0.790 -5.663 -2.148
H 0.717 -5.054 -3.832
H 3.637 -1.987 -4.298
H 0.459 -0.363 -1.447
H 1.425 3.160 -0.551
H 2.660 5.193 -1.286
H 4.324 5.069 -3.101
H 4.826 2.926 -4.228
H 3.840 0.176 -4.257
S -0.865 -4.510 1.736
C -1.633 -3.753 3.016
N -1.071 -2.621 3.551
C -1.604 -1.941 4.576
C -2.730 -2.408 5.178
C -3.305 -3.541 4.582
N -2.802 -4.187 3.558
H -0.324 -2.212 3.001
H -1.101 -1.028 4.862
H -3.197 -1.887 5.997
H -4.246 -3.924 4.966

Record 2
163
Properties=species:S:1:pos:R:3 method="wB97M-V/def2-TZVPD" orbital_gap_ha=0.15552 e_above_lowest_kcal_mol=31.6 lumo_ev=1.39 homo_energy_ev=-2.846 charge=-1 molar_mass_g_mol=1452.5
Cs -0.616 1.637 0.521
O 2.162 2.328 -1.804
S 2.252 0.917 -1.307
C 3.149 -0.096 -2.524
C 4.199 0.513 -3.147
C 5.237 -0.228 -3.772
C 5.210 -1.584 -3.653
C 6.186 -2.655 -4.088
C 5.605 -3.981 -3.516
C 4.235 -3.606 -2.992
C 3.216 -4.345 -2.476
C 2.011 -3.677 -2.118
C 1.849 -2.316 -2.185
P 0.223 -1.548 -1.833
C -1.020 -2.786 -2.391
C -2.209 -2.782 -1.667
C -3.256 -3.633 -2.000
C -3.119 -4.497 -3.076
C -1.936 -4.506 -3.811
C -0.892 -3.663 -3.467
C 0.063 -0.386 -3.260
C -0.737 0.732 -3.057
C -0.954 1.649 -4.080
C -0.367 1.457 -5.318
C 0.426 0.334 -5.539
C 0.634 -0.577 -4.519
C 2.984 -1.515 -2.557
C 4.094 -2.204 -3.048
C 3.695 0.855 -0.202
C 4.597 1.863 -0.375
C 5.963 1.717 -0.008
C 6.384 0.492 0.415
C 7.760 -0.060 0.724
C 7.518 -1.541 1.148
C 6.017 -1.725 1.076
C 5.207 -2.785 1.359
C 3.800 -2.589 1.346
C 3.207 -1.407 0.972
P 1.489 -0.914 1.444
C 0.617 -2.427 1.955
C 0.989 -3.278 3.115
C 0.229 -4.306 3.494
C -1.064 -4.674 2.838
C -1.514 -3.691 1.735
C -0.542 -2.651 1.325
C 1.867 -0.268 3.130
C 0.752 -0.087 3.946
C 0.863 0.488 5.197
C 2.109 0.891 5.661
C 3.230 0.694 4.870
C 3.111 0.110 3.612
C 4.053 -0.365 0.462
C 5.429 -0.524 0.636
H 4.272 1.593 -3.086
H 6.055 0.294 -4.253
H 7.194 -2.457 -3.722
H 6.246 -2.694 -5.178
H 6.224 -4.356 -2.699
H 5.560 -4.769 -4.268
H 3.276 -5.422 -2.385
H 1.168 -4.286 -1.812
H -2.333 -2.131 -0.809
H -4.150 -3.632 -1.389
H -3.922 -5.176 -3.332
H -1.825 -5.181 -4.650
H 0.025 -3.686 -4.046
H -1.211 0.899 -2.095
H -1.574 2.513 -3.894
H -0.524 2.178 -6.111
H 0.885 0.173 -6.507
H 1.257 -1.446 -4.703
H 4.259 2.759 -0.886
H 6.649 2.543 -0.154
H 8.248 0.509 1.518
H 8.408 0.004 -0.152
H 7.887 -1.732 2.157
H 8.037 -2.237 0.487
H 5.607 -3.740 1.678
H 3.171 -3.391 1.714
H 1.886 -3.028 3.668
H 0.536 -4.908 4.344
H -1.060 -5.728 2.551
H -1.959 -4.176 0.863
H -0.841 -1.988 0.526
H -0.222 -0.401 3.587
H -0.025 0.638 5.799
H 2.204 1.354 6.635
H 4.206 0.997 5.227
H 4.004 -0.028 3.012
C -6.199 -0.801 4.357
C -5.207 0.300 4.105
C -3.843 0.033 4.118
C -2.912 1.016 3.827
C -3.341 2.295 3.513
C -4.696 2.600 3.549
C -5.615 1.604 3.839
S -2.267 3.584 2.985
O -2.723 3.959 1.637
O -2.374 4.687 3.921
N -0.899 2.840 2.923
C 0.245 3.508 2.537
C 0.312 4.898 2.291
C 1.497 5.453 1.871
C 2.623 4.647 1.729
C 2.470 3.303 1.996
N 1.321 2.724 2.354
H -5.911 -1.711 3.828
H -7.196 -0.515 4.020
H -6.263 -1.040 5.420
H -3.507 -0.977 4.323
H -1.855 0.800 3.806
H -5.030 3.607 3.332
H -6.674 1.839 3.834
H -0.563 5.511 2.450
H 1.548 6.517 1.667
H 3.582 5.043 1.424
H 3.318 2.633 1.918
C -5.143 2.945 0.057
S -3.492 2.543 -0.496
O -3.069 1.335 0.305
C -3.939 1.841 -2.078
C -4.019 0.462 -2.196
C -4.303 -0.090 -3.439
C -4.518 0.733 -4.536
C -4.446 2.115 -4.401
C -4.142 2.676 -3.169
H -5.588 1.998 0.365
H -5.696 3.387 -0.772
H -5.064 3.633 0.892
H -3.835 -0.155 -1.326
H -4.341 -1.166 -3.548
H -4.730 0.298 -5.503
H -4.597 2.754 -5.262
H -4.043 3.750 -3.060
C -0.724 8.154 -3.585
C -0.732 6.839 -2.856
C -1.557 6.620 -1.762
C -1.546 5.383 -1.133
N -0.773 4.372 -1.525
C 0.041 4.586 -2.561
C 0.087 5.787 -3.250
H -1.306 8.904 -3.051
H -1.151 8.047 -4.584
H 0.292 8.532 -3.705
H -2.204 7.405 -1.391
H -2.171 5.190 -0.267
H 0.686 3.759 -2.833
H 0.767 5.898 -4.087
C -4.209 -1.821 1.313
C -3.994 -2.963 2.007
C -4.908 -4.058 2.148
C -4.592 -5.159 2.926
C -3.432 -5.354 3.661
C -2.355 -4.313 3.656
C -2.638 -3.135 2.665
C -3.209 -6.529 4.414
N -2.975 -7.466 5.058
H -3.495 -1.005 1.319
H -5.150 -1.655 0.796
H -5.867 -4.003 1.648
H -5.334 -5.952 2.983
H -2.107 -3.965 4.665
H -2.333 -2.178 3.097

Record 3
92
Properties=species:S:1:pos:R:3 method="wB97M-V/def2-TZVPD" orbital_gap_ha=0.27527 lumo_ev=-0.63 homo_energy_ev=-8.120 charge=0 molar_mass_g_mol=563.6
Li -3.905 -2.337 0.431
C -1.370 -0.849 -0.239
O -2.564 -1.383 -0.827
H -0.872 -0.264 -1.012
H -1.743 -0.084 0.442
H -0.699 -1.579 0.215
C 2.593 -2.474 -4.153
C 1.787 -1.783 -2.988
O 1.365 -2.695 -2.059
O 1.749 -3.160 -5.105
H 3.454 -3.024 -3.773
H 3.084 -1.667 -4.696
H 0.848 -1.407 -3.393
H 2.251 -0.894 -2.562
H 0.437 -2.523 -1.879
H 2.094 -3.086 -5.998
C -2.495 -5.352 0.246
C -2.421 -5.079 -1.295
O -1.323 -4.258 -1.524
O -3.121 -4.218 0.965
H -1.459 -5.524 0.536
H -3.068 -6.272 0.356
H -3.299 -4.500 -1.583
H -2.357 -6.052 -1.782
H -1.494 -3.377 -1.183
H -3.604 -4.652 1.673
C -3.849 -1.702 -4.494
C -3.673 -0.230 -4.125
O -2.464 -0.070 -3.449
O -4.165 -2.417 -3.344
H -3.056 -2.171 -5.077
H -4.618 -1.968 -5.218
H -4.481 0.307 -3.629
H -3.763 0.297 -5.075
H -2.506 -0.400 -2.549
H -3.628 -1.963 -2.691
C -5.648 1.879 1.540
C -4.453 1.571 0.689
O -4.719 1.249 -0.673
O -6.560 0.728 1.616
H -6.227 2.693 1.105
H -5.449 2.276 2.535
H -3.958 0.701 1.122
H -3.852 2.480 0.705
H -4.054 0.639 -1.002
H -6.923 0.630 0.732
C 1.122 -1.600 3.872
O 0.234 -0.873 4.194
N 1.192 -2.351 2.833
N 2.151 -1.639 4.577
H 2.062 -2.807 2.597
H 0.432 -2.250 2.176
H 2.841 -2.175 4.069
H 2.433 -0.756 4.977
C -1.298 2.450 3.352
O -2.174 3.179 2.877
N -0.114 2.775 3.715
N -1.545 1.204 3.527
H 0.021 3.721 4.042
H 0.475 2.056 4.109
H -2.368 0.778 3.126
H -0.861 0.565 3.905
C 2.258 4.343 0.490
C 3.258 3.452 -0.244
C 4.792 3.612 0.143
C 5.067 2.926 1.477
C 4.649 1.433 1.350
C 3.183 1.087 0.948
N 2.863 1.964 -0.231
O 1.630 1.808 -0.717
C 3.050 -0.372 0.467
C 2.334 1.385 2.134
C 3.211 3.787 -1.766
H 2.228 5.366 0.115
H 2.491 4.385 1.554
H 1.195 4.120 0.392
H 5.449 3.128 -0.580
H 5.022 4.677 0.107
H 4.579 3.394 2.332
H 6.126 2.991 1.726
H 4.830 0.946 2.309
H 5.335 1.000 0.622
H 3.823 -0.583 -0.272
H 3.096 -1.135 1.244
H 2.057 -0.627 0.095
H 2.221 2.443 2.369
H 1.311 1.018 2.215
H 2.741 0.902 3.023
H 2.201 3.888 -2.162
H 3.840 3.155 -2.393
H 3.635 4.764 -2.000
H 1.093 2.433 -0.224

Record 4
10
Properties=species:S:1:pos:R:3 method="wB97M-V/def2-TZVPD" orbital_gap_ha="0.21708 / 0.21507" e_above_lowest_kcal_mol=50.9 lumo_ev="2.25 / 2.21" homo_energy_ev="-3.655 / -3.645" charge=-1 molar_mass_g_mol=164.3
C 0.054 1.519 -0.145
C -3.925 0.979 0.276
N -0.042 0.746 0.880
N 0.836 -0.220 1.051
N -4.744 0.186 -0.095
S -5.605 -0.847 -0.895
S 0.774 2.480 -1.140
S -2.766 1.862 1.024
H -0.957 0.740 1.190
H 1.588 -0.110 0.427

Record 5
44
Properties=species:S:1:pos:R:3 method="wB97M-V/def2-TZVPD" smiles="CCOC(=O)C1CCN(C(=O)CCc2ccccc2)CC1" orbital_gap_ha=0.35773 e_above_lowest_kcal_mol=14.3 lumo_ev=0.79 homo_energy_ev=-8.945 charge=0 molar_mass_g_mol=289.4
C 5.342 -2.175 2.591
C 4.080 -1.666 3.272
H 4.257 -0.675 3.703
H 3.743 -2.357 4.047
O 2.989 -1.581 2.352
C 2.909 -0.484 1.601
O 3.680 0.438 1.667
C 1.723 -0.515 0.650
C 0.929 0.788 0.791
H 0.548 0.870 1.812
H 1.581 1.641 0.599
C -0.246 0.788 -0.188
N -1.091 -0.356 0.058
C -2.363 -0.385 0.522
O -2.927 -1.441 0.752
C -3.109 0.927 0.694
H -3.808 0.783 1.521
H -2.454 1.761 0.938
C -3.922 1.228 -0.581
C -3.029 1.372 -1.779
C -2.504 2.609 -2.131
C -1.638 2.729 -3.204
C -1.286 1.610 -3.939
C -1.809 0.373 -3.600
C -2.677 0.256 -2.528
H -3.084 -0.709 -2.266
H -1.544 -0.502 -4.175
H -0.609 1.702 -4.776
H -1.239 3.697 -3.468
H -2.777 3.486 -1.561
H -4.494 2.145 -0.424
H -4.621 0.405 -0.738
C -0.384 -1.610 -0.119
C 0.792 -1.708 0.851
H 0.415 -1.711 1.875
H 1.327 -2.644 0.686
H -0.025 -1.665 -1.154
H -1.096 -2.417 0.057
H 0.132 0.721 -1.216
H -0.806 1.716 -0.107
H 2.144 -0.550 -0.363
H 5.664 -1.468 1.831
H 5.154 -3.139 2.122
H 6.133 -2.286 3.326

Record 6
11
Properties=species:S:1:pos:R:3 method="wB97M-V/def2-TZVPD" orbital_gap_ha=0.37184 e_above_lowest_kcal_mol=126.0 lumo_ev=0.57 homo_energy_ev=-9.550 charge=0 molar_mass_g_mol=78.1
C -0.727 1.091 -1.375
N -0.793 0.136 -0.587
N 1.482 -0.955 1.616
O -1.943 -0.728 -0.677
O -1.507 1.839 -1.857
H 0.915 1.558 -1.477
H -0.001 -0.401 -0.262
H 2.431 -1.247 1.509
H 1.407 0.042 1.557
H 1.357 -1.175 2.543
H -2.622 -0.161 -0.989

Record 7
72
Properties=species:S:1:pos:R:3 method="wB97M-V/def2-TZVPD" orbital_gap_ha="0.17826 / 0.06555" e_above_lowest_kcal_mol=29.9 multiplicity=2 lumo_ev="-1.77 / -4.84" homo_energy_ev="-6.619 / -6.619" charge=0 molar_mass_g_mol=872.9
Ir 0.321 -1.145 0.457
O -2.934 0.656 2.909
C -2.160 1.085 3.926
C -2.803 1.557 5.072
C -2.068 2.012 6.145
C -0.673 2.011 6.102
C -0.035 1.542 4.974
C -0.759 1.072 3.874
C -0.049 0.528 2.706
O -0.776 0.082 1.714
N 1.257 0.532 2.671
N 1.707 -0.118 1.525
C 2.969 -0.065 1.297
C 3.671 -0.728 0.221
C 5.066 -0.547 0.170
C 5.841 -1.151 -0.788
C 5.222 -1.983 -1.729
C 3.866 -2.187 -1.710
C 3.041 -1.554 -0.750
O 1.756 -1.752 -0.853
H -2.322 0.309 2.225
H -3.885 1.546 5.088
H -2.581 2.365 7.031
H -0.099 2.372 6.944
H 1.045 1.524 4.916
H 3.548 0.507 2.017
H 5.525 0.088 0.919
H 6.910 -0.991 -0.816
H 5.824 -2.483 -2.479
H 3.380 -2.831 -2.431
F 0.815 -3.574 5.256
C 0.379 -3.630 3.984
C 0.686 -2.591 3.133
C 0.253 -2.633 1.808
C -0.497 -3.759 1.379
C -0.786 -4.765 2.298
F -1.534 -5.828 1.928
C -0.362 -4.733 3.606
C -0.912 -3.761 -0.024
C -1.433 -4.844 -0.738
C -1.665 -4.724 -2.092
C -1.353 -3.535 -2.735
C -0.845 -2.500 -1.981
N -0.656 -2.594 -0.661
H 1.270 -1.767 3.523
H -0.602 -5.528 4.296
H -1.629 -5.771 -0.230
H -2.066 -5.561 -2.647
H -1.496 -3.407 -3.798
H -0.562 -1.562 -2.434
O -4.874 3.791 -4.821
S -4.123 4.861 -5.448
O -4.048 4.669 -6.883
O -4.671 6.157 -5.108
C -2.442 4.803 -4.821
N -1.655 5.751 -5.280
C -0.404 5.704 -4.832
C 0.032 4.725 -3.954
C -0.899 3.774 -3.548
N -2.160 3.829 -3.997
C -0.575 2.652 -2.631
C 0.706 2.446 -2.131
C 0.943 1.358 -1.312
N -0.012 0.492 -0.974
C -1.251 0.702 -1.427
C -1.574 1.756 -2.256
H 0.268 6.474 -5.190
H 1.054 4.719 -3.611
H 1.528 3.107 -2.364
H 1.930 1.159 -0.914
H -2.003 -0.006 -1.101
H -2.585 1.891 -2.612

Number 1: total energy -165855.854 eV. Number 2: total energy -150882.165 eV. Number 3: total energy -53837.036 eV. Number 4: total energy -39079.561 eV. Number 5: total energy -25636.195 eV. Number 6: total energy -8205.412 eV. Number 7: total energy -75948.009 eV.